Record 1
A molecular structure, C12H26CrF8N3O7S2 in a non-equilibrium geometry, computed with wB97M-V/def2-TZVPD.

The total charge is +1. The strongest force on any atom comes out at 4.7 eV/Å. The calculation puts the HOMO energy (alpha / beta) at -12.49 / -12.48 eV. Its multiplicity is 5. For the frontier orbital gap (alpha / beta), the calculation gives 8.29 / 2.75 eV.

Atoms and positions in Å:
Cr (-0.271, 0.296, -0.188)
F (-0.919, 2.222, -0.442)
F (-0.338, -1.788, -0.045)
C (3.399, -1.912, -0.342)
F (4.644, -2.224, -0.667)
F (2.611, -2.951, -0.674)
F (3.179, -1.687, 0.894)
S (2.823, -0.355, -1.395)
O (4.101, 0.294, -1.783)
O (2.101, -0.952, -2.483)
N (1.685, 0.530, -0.324)
S (2.541, 1.845, 0.064)
O (3.163, 2.578, -1.027)
O (1.700, 2.618, 0.979)
C (4.023, 1.351, 1.281)
F (4.858, 0.444, 0.795)
F (4.752, 2.482, 1.551)
F (3.473, 0.808, 2.364)
C (-0.654, -0.776, -6.287)
O (-0.336, -0.135, -5.081)
C (-1.286, 0.866, -4.620)
C (-0.982, 1.167, -3.167)
N (-0.759, -0.081, -2.349)
C (-2.026, -0.843, -2.267)
C (-3.018, -0.260, -1.242)
O (-2.316, 0.037, 0.019)
C (-3.136, 0.106, 1.190)
H (-1.704, -0.799, -6.578)
H (-0.163, -1.750, -6.280)
H (-0.111, -0.160, -7.004)
H (-2.288, 0.549, -4.910)
H (-1.000, 1.739, -5.208)
H (-1.859, 1.707, -2.810)
H (-0.131, 1.847, -3.215)
H (-0.336, -0.613, -3.096)
H (-1.780, -1.838, -1.895)
H (-2.423, -1.038, -3.263)
H (-3.798, -0.980, -0.996)
H (-3.543, 0.551, -1.746)
H (-2.677, 0.683, 1.994)
H (-3.208, -0.860, 1.690)
H (-4.128, 0.454, 0.903)
C (1.249, -1.569, 2.850)
C (-0.080, -0.775, 2.976)
C (-0.198, -0.245, 4.421)
O (-1.471, 0.433, 4.627)
C (-1.756, 1.014, 5.905)
N (-0.174, 0.345, 2.008)
H (1.270, -2.383, 2.126)
H (1.513, -2.104, 3.763)
H (2.133, -0.933, 2.809)
H (-0.922, -1.415, 2.716)
H (0.585, 0.449, 4.725)
H (-0.086, -1.073, 5.121)
H (-0.895, 1.370, 6.470)
H (-2.151, 0.148, 6.437)
H (-2.581, 1.722, 5.970)
H (0.594, 0.899, 2.359)
H (-0.896, 0.945, 2.381)

=====

Record 2
A molecular structure, C12H26GeMoN2O7S in a non-equilibrium geometry, computed with wB97M-V/def2-TZVPD.

The total charge is 0. The strongest force on any atom comes out at 1.2 eV/Å. Its energy above the lowest of the compared OMol25 structures with the same formula, charge and spin is 0.875 eV. The calculation puts the HOMO energy (alpha / beta) at -7.78 / -8.45 eV. For the frontier orbital gap (alpha / beta), the calculation gives 7.17 / 7.27 eV.

Atoms and positions in Å:
Mo (-0.413, 0.671, -0.033)
N (-1.334, 0.961, -2.024)
C (-2.793, 1.019, -1.810)
C (-3.067, 1.817, -0.541)
O (-4.009, 2.581, -0.490)
N (-2.159, 1.602, 0.474)
C (-1.847, 2.827, 1.195)
C (-0.735, 3.530, 0.386)
O (-0.358, 4.656, 0.611)
O (-0.248, 2.754, -0.560)
H (-0.978, 1.880, -2.279)
H (-1.077, 0.289, -2.737)
H (-3.165, 0.001, -1.689)
H (-3.320, 1.492, -2.637)
H (-1.483, 2.626, 2.202)
H (-2.710, 3.486, 1.276)
C (-0.108, -2.477, 3.125)
O (-0.297, -1.754, 1.892)
C (-0.226, -0.449, 1.795)
C (-0.095, 0.252, 3.111)
H (-0.954, -2.317, 3.790)
H (0.819, -2.175, 3.606)
H (-0.056, -3.520, 2.828)
H (-0.827, -0.164, 3.808)
H (-0.229, 1.320, 3.031)
H (0.906, 0.083, 3.520)
C (2.755, 3.163, -0.251)
S (2.308, 1.583, 0.387)
O (3.482, 0.907, 0.846)
O (1.593, 0.842, -0.725)
O (1.237, 1.796, 1.387)
H (3.712, 3.070, -0.756)
H (2.824, 3.843, 0.596)
H (1.959, 3.501, -0.907)
C (-0.025, -4.097, -1.593)
Ge (0.651, -2.279, -1.277)
C (2.154, -2.427, -0.039)
C (1.199, -1.506, -2.991)
C (-0.949, -1.261, -0.660)
H (0.717, -4.687, -2.133)
H (-0.943, -4.084, -2.179)
H (-0.232, -4.599, -0.647)
H (2.952, -2.950, -0.571)
H (1.876, -3.038, 0.820)
H (2.550, -1.475, 0.308)
H (2.037, -2.070, -3.404)
H (1.511, -0.468, -2.893)
H (0.378, -1.575, -3.709)
H (-1.414, -1.885, 0.097)
H (-1.572, -1.298, -1.555)

=====

Record 3
A molecular structure, C12H26InN2O9S2 in a non-equilibrium geometry, computed with wB97M-V/def2-TZVPD.

The total charge is -1. The strongest force on any atom comes out at 3.7 eV/Å. The calculation puts the HOMO energy at -4.68 eV. For the frontier orbital gap, the calculation gives 7.16 eV.

Atoms and positions in Å:
C (-0.299, 0.616, -3.046)
C (-1.883, 0.419, -2.743)
N (-1.972, -0.250, -1.415)
C (-2.619, -1.592, -1.472)
C (-2.152, -2.401, -0.131)
In (0.064, -1.981, 0.325)
C (0.484, -2.097, 2.576)
C (1.689, -1.098, 2.847)
N (2.696, -1.367, 3.674)
C (-2.542, 0.608, -0.384)
C (-4.068, 0.607, 0.079)
O (-1.755, 1.432, 0.159)
H (0.147, 1.369, -2.309)
H (-0.084, 0.856, -4.133)
H (0.173, -0.394, -2.773)
H (-2.301, -0.182, -3.608)
H (-2.354, 1.470, -2.739)
H (-3.760, -1.552, -1.541)
H (-2.190, -2.184, -2.354)
H (-2.308, -3.507, -0.341)
H (-2.831, -2.060, 0.734)
H (1.150, -3.231, -0.416)
H (0.577, -0.347, -0.274)
H (-0.428, -1.741, 3.155)
H (0.812, -3.132, 2.918)
H (1.658, -0.116, 2.250)
H (3.283, -0.508, 3.604)
H (-4.806, 0.621, -0.794)
H (-4.222, 1.606, 0.626)
H (-4.312, -0.201, 0.846)
C (-1.866, 4.764, 0.057)
C (-0.854, 4.954, 1.173)
O (-0.918, 6.346, 1.497)
S (-2.431, 6.876, 1.261)
O (-3.111, 6.875, 2.522)
O (-2.380, 8.027, 0.411)
O (-2.966, 5.615, 0.397)
H (-1.462, 5.097, -0.903)
H (-2.196, 3.728, -0.027)
H (0.154, 4.673, 0.872)
H (-1.138, 4.386, 2.064)
C (5.465, -3.485, 0.687)
C (4.999, -4.801, 0.083)
O (3.900, -4.454, -0.756)
S (4.144, -2.972, -1.368)
O (4.699, -3.115, -2.683)
O (2.993, -2.175, -1.093)
O (5.337, -2.524, -0.361)
H (4.817, -3.178, 1.513)
H (6.497, -3.534, 1.035)
H (4.692, -5.520, 0.842)
H (5.778, -5.245, -0.545)

=====

Record 4
A single C12H26N6O3 molecule in a non-equilibrium geometry, computed with wB97M-V/def2-TZVPD.

The total charge is 0. The strongest force on any atom comes out at 3.8 eV/Å. Its energy above the lowest of the compared OMol25 structures with the same formula, charge and spin is 2.212 eV. The calculation puts the HOMO energy at -8.81 eV. As for the SMILES: [H]/N=C(/N)NCCC[C@H](N)C(=O)N[C@@H](CCCCN)C(=O)O. For the frontier orbital gap, the calculation gives 9.04 eV.

Atoms and positions in Å:
C (0.179, -0.816, 0.259)
C (-0.576, -1.549, -0.923)
C (1.739, -0.991, 0.107)
C (2.251, 0.063, -0.873)
C (3.728, 0.032, -1.072)
C (5.609, 0.457, 0.452)
C (-2.610, -0.411, -0.231)
C (-3.537, -1.448, 0.582)
C (-3.476, 0.533, -1.065)
C (-4.183, 1.528, -0.118)
C (-3.279, 2.445, 0.762)
C (-2.377, 3.518, 0.090)
H (0.174, -1.149, 2.345)
H (0.021, -2.607, 1.517)
H (-0.116, 0.254, 0.333)
H (2.250, -1.954, -0.042)
H (2.129, -0.768, 1.091)
H (1.828, -0.195, -1.920)
H (1.913, 1.096, -0.748)
H (4.143, -0.981, -1.264)
H (4.020, 0.489, -2.081)
H (4.078, 1.797, -0.036)
H (6.275, 2.203, 0.390)
H (4.978, -1.419, 0.925)
H (6.602, -1.102, 1.170)
H (-2.361, -1.699, -1.790)
H (-2.001, 0.085, 0.571)
H (-2.865, 1.021, -1.798)
H (-4.181, -0.037, -1.638)
H (-4.878, 2.115, -0.725)
H (-4.700, 0.910, 0.648)
H (-3.991, 2.996, 1.399)
H (-2.722, 1.908, 1.543)
H (-2.509, 4.529, 0.427)
H (-2.858, 3.600, -0.963)
H (-0.654, 2.515, -0.438)
H (-0.508, 3.532, 0.804)
H (-1.974, -1.622, 1.689)
N (-0.253, -1.583, 1.556)
N (4.346, 0.847, -0.083)
N (6.595, 1.239, 0.560)
N (5.800, -0.920, 0.547)
N (-1.836, -1.143, -1.158)
N (-0.914, 3.434, -0.120)
O (0.082, -2.341, -1.617)
O (-4.548, -1.885, 0.131)
O (-2.917, -1.874, 1.694)

=====

Record 5
A molecular structure, C12H26NO3P2Pb in a non-equilibrium geometry, computed with wB97M-V/def2-TZVPD.

The total charge is +1. The strongest force on any atom comes out at 1.9 eV/Å. Its energy above the lowest of the compared OMol25 structures with the same formula, charge and spin is 4.229 eV. The calculation puts the HOMO energy at -8.84 eV. For the frontier orbital gap, the calculation gives 4.81 eV.

Atoms and positions in Å:
Pb (0.057, 0.871, 1.651)
P (2.349, -0.563, 0.888)
C (2.357, -0.934, -0.859)
C (1.104, -1.078, -1.539)
N (-0.077, -0.543, -0.999)
C (-1.258, -1.115, -1.329)
C (-1.373, -2.122, -2.303)
C (-0.217, -2.514, -3.009)
C (0.977, -1.912, -2.682)
C (-2.532, -0.696, -0.616)
P (-2.438, 0.942, 0.187)
H (1.918, -2.170, -3.213)
H (-2.343, -2.607, -2.459)
H (-0.290, -3.292, -3.786)
H (-3.363, -0.688, -1.336)
H (-2.760, -1.427, 0.172)
H (2.514, 1.825, -2.520)
H (3.191, -0.644, -1.521)
H (0.538, 2.984, -1.647)
O (2.579, 2.737, -2.112)
H (3.479, 2.737, -1.715)
H (0.085, 2.459, -0.187)
O (-0.001, 3.273, -0.887)
H (0.494, 4.049, -0.520)
C (-2.617, 1.982, -1.306)
H (-3.543, 1.672, -1.814)
H (-2.725, 3.043, -1.027)
H (-1.786, 1.850, -2.016)
C (-4.115, 1.080, 0.878)
H (-4.183, 2.024, 1.434)
H (-4.884, 1.067, 0.091)
H (-4.296, 0.250, 1.576)
C (1.944, -2.207, 1.586)
H (2.860, -2.717, 1.925)
H (1.228, -2.174, 2.425)
H (1.489, -2.791, 0.777)
C (4.081, -0.206, 1.337)
H (4.149, 0.156, 2.369)
H (4.704, -1.106, 1.247)
H (4.480, 0.581, 0.686)
C (-0.352, -0.416, 4.474)
O (-0.409, -0.629, 3.076)
H (0.519, -0.884, 4.972)
H (-1.229, -0.821, 5.021)
H (-0.308, 0.674, 4.629)